Record 1
DFT (ωB97M-V/def2-TZVPD) results for a 5-piece molecular cluster, C27H41ClNO18PS overall at a distorted geometry.

Its LUMO energy is -0.47 eV. The total energy is -3662.0328 a.u. The net charge is 0. The SMILES is C#CC[C@]1(CCCCS(=O)(=O)Cl)OC(=O)O[C@@]1(N)P(C)O.C[C@@H]1COC(=O)O1.C[C@@H]1COC(=O)O1.C[C@@H]1COC(=O)O1.C[C@@H]1COC(=O)O1.

Cartesian coordinates (Å):
Cl1 0.796 -5.165 0.276
S1 2.338 -3.786 -0.043
P1 -2.006 -0.718 -1.991
O1 3.375 5.286 -2.411
O2 -6.961 0.234 2.265
O3 0.940 0.651 5.294
O4 -1.286 0.724 0.085
O5 2.302 -2.826 1.141
O6 -1.599 -2.173 -2.856
O7 1.643 -0.478 7.138
O8 -0.157 1.701 -1.642
O9 -1.422 -5.621 -6.044
O10 3.663 3.654 -0.889
O11 -2.392 2.515 -1.201
O12 -0.806 -3.444 -5.796
O13 -5.577 1.573 1.056
O14 -2.988 -4.064 -5.615
O15 3.689 -4.509 0.043
O16 -5.444 1.571 3.303
O17 4.549 3.422 -2.969
O18 3.084 0.842 6.024
N1 -0.380 -1.621 0.084
C1 3.138 4.784 -0.206
C2 -1.419 1.747 -0.936
C3 5.185 0.266 7.075
C4 -4.754 2.667 1.434
C5 1.580 -0.008 2.552
C6 -3.678 -1.024 -1.128
C7 -4.930 -5.437 -5.170
C8 -4.307 2.272 2.810
C9 3.699 0.488 7.258
C10 1.644 0.512 1.335
C11 -6.077 1.048 2.213
C12 3.921 4.060 -2.166
C13 -1.659 -4.297 -5.818
C14 -3.667 -5.259 -5.986
C15 2.430 7.054 -1.057
C16 0.641 0.523 -1.192
C17 1.807 0.366 6.079
C18 2.505 5.565 -1.320
C19 2.197 -2.906 -1.700
C20 3.193 -1.640 -1.625
C21 1.622 1.211 -0.107
C22 2.800 -0.400 -2.590
C23 2.944 -0.749 7.642
C24 -2.626 -6.306 -5.726
C25 -0.625 -0.361 -0.679
C26 -3.969 3.446 3.704
C27 1.235 -0.002 -2.605
H1 3.319 -1.658 7.160
H2 3.362 -1.214 -0.569
H3 3.525 1.306 7.967
H4 -4.701 -5.536 -4.105
H5 -3.919 2.783 0.739
H6 2.455 -3.670 -2.537
H7 -2.576 -6.623 -4.680
H8 -3.820 3.111 4.734
H9 1.660 -0.284 3.679
H10 -5.575 -4.560 -5.270
H11 3.133 -0.690 -3.664
H12 5.671 0.051 8.030
H13 2.124 7.586 -1.962
H14 1.719 7.278 -0.258
H15 -3.063 3.952 3.363
H16 -3.467 1.570 2.777
H17 -4.558 -0.983 -1.893
H18 1.134 0.886 -3.359
H19 -5.361 3.578 1.416
H20 -0.656 -2.465 -0.469
H21 1.084 -2.646 -1.829
H22 1.247 2.303 0.069
H23 3.499 0.484 -2.285
H24 3.966 5.309 0.281
H25 3.409 7.455 -0.776
H26 -3.735 -2.095 -0.663
H27 5.652 1.150 6.632
H28 -3.928 -0.234 -0.322
H29 2.415 4.477 0.554
H30 2.916 -0.905 8.723
H31 -2.749 -7.187 -6.360
H32 5.378 -0.565 6.390
H33 -4.787 4.172 3.728
H34 4.238 -2.019 -1.986
H35 0.625 -0.867 -3.081
H36 -1.068 -1.626 0.876
H37 -3.914 -5.189 -7.052
H38 2.720 1.317 -0.446
H39 1.512 5.177 -1.573
H40 -5.485 -6.322 -5.492
H41 -1.598 -1.995 -3.830

Löwdin atomic charge list, values in e, 5 entries: Cl 0.31; S 0.44; P 1.00; O 0.09; O 0.15

Record 2
DFT (ωB97M-V/def2-TZVPD) results for a 3-piece molecular cluster, C27H42BrF16NO8PS overall at a distorted geometry.

Its LUMO energy is 1.88 eV. The total energy is -6621.9345 a.u. The net charge is -1.

Cartesian coordinates (Å):
Br1 4.977 -0.518 -4.217
S1 -6.281 -3.345 -2.951
P1 -1.748 -2.223 -3.856
F1 3.549 4.982 8.186
F2 2.566 2.331 7.793
F3 0.280 0.319 2.531
F4 0.730 2.097 3.717
F5 7.194 2.419 6.586
F6 2.571 3.902 2.292
F7 0.593 6.783 2.554
F8 7.161 3.145 9.215
F9 2.989 5.833 3.205
F10 -1.527 1.762 1.065
F11 0.514 5.063 3.891
F12 5.011 2.758 9.303
F13 1.612 3.076 5.975
F14 0.520 2.442 0.869
F15 6.014 4.191 7.000
F16 1.387 4.745 8.046
O1 -1.523 2.943 -2.217
O2 -7.703 -3.236 -2.811
O3 -0.036 -2.478 -3.464
O4 -0.986 3.632 2.057
O5 -1.726 -0.951 -2.640
O6 5.012 2.220 6.525
O7 -5.504 -2.764 -1.923
O8 -5.936 -4.897 -3.005
N1 1.498 -3.628 0.095
C1 6.143 2.460 8.641
C2 2.592 -2.193 -4.129
C3 -2.289 -3.637 -2.681
C4 2.229 5.198 2.270
C5 -2.954 -4.455 -0.370
C6 -0.520 2.377 1.723
C7 0.753 5.428 2.613
C8 -0.204 1.509 2.946
C9 2.544 4.659 7.347
C10 -4.422 -2.765 -4.976
C11 4.093 -2.230 -3.911
C12 1.869 -1.016 -3.466
C13 -2.267 -3.325 -1.182
C14 -0.523 -0.261 -2.810
C15 3.914 2.909 5.932
C16 0.831 -1.719 -1.301
C17 -5.897 -2.721 -4.556
C18 1.590 -2.988 -1.005
C19 -1.367 -4.848 -2.895
C20 0.546 -1.404 -2.786
C21 -0.479 0.791 -1.721
C22 2.682 3.238 6.795
C23 -3.563 -1.696 -4.291
C24 -2.176 2.030 -3.335
C25 -1.693 1.697 -1.828
C26 6.047 2.853 7.163
C27 -0.327 4.836 1.688
H1 -2.547 2.894 -3.884
H2 1.739 -0.230 -4.207
H3 -4.024 -1.309 -3.386
H4 -2.265 -5.276 -0.193
H5 -0.089 -1.781 -0.730
H6 -3.223 1.762 -2.990
H7 0.002 4.809 0.649
H8 -1.884 -5.779 -2.658
H9 2.415 -2.168 -5.201
H10 -3.814 -4.837 -0.912
H11 -1.237 -3.316 -0.845
H12 2.294 -3.400 -1.722
H13 2.209 -3.144 -3.776
H14 2.510 5.384 6.529
H15 4.368 -2.623 -2.939
H16 -1.797 -3.232 -4.921
H17 3.539 2.195 5.201
H18 4.527 -2.882 -4.658
H19 -3.466 -0.854 -4.975
H20 -1.105 1.344 3.541
H21 6.331 1.388 8.730
H22 -1.022 -4.919 -3.924
H23 4.244 3.773 5.357
H24 2.531 -0.593 -2.713
H25 -0.620 0.343 -0.743
H26 -3.259 -4.063 0.596
H27 -1.289 -1.331 -4.903
H28 -1.128 5.573 1.724
H29 2.466 5.618 1.289
H30 -3.289 -3.996 -2.912
H31 -0.379 0.252 -3.762
H32 -6.467 -3.352 -5.238
H33 -6.713 -5.315 -3.411
H34 1.402 -0.904 -0.858
H35 -2.802 -2.414 -0.939
H36 0.825 -3.168 0.713
H37 -0.490 -4.787 -2.255
H38 -4.448 -2.517 -6.034
H39 -4.009 -3.764 -4.862
H40 -6.294 -1.715 -4.593
H41 0.373 1.464 -1.771
H42 -2.479 1.540 -1.109

Löwdin atomic charge list, values in e, 5 entries: Br 0.60; S 0.55; P 0.64; F 0.10; F 0.13

Record 3
DFT (ωB97M-V/def2-TZVPD) results for C27H42INP2Ti as an isolated structure at a distorted geometry.

Its LUMO energy (spin up / spin down) is -2.99 / -2.84 eV. As for the expectation value of S²: 0.76. The total energy is -2938.4817 a.u. The net charge is +1. As for the spin multiplicity: 2.

Cartesian coordinates (Å):
I1 0.093 1.867 -3.739
Ti1 -0.020 0.896 -1.049
P1 -2.486 0.454 -1.012
P2 2.448 0.410 -0.948
N1 -0.006 -0.070 0.623
C1 -2.406 -0.613 0.463
C2 2.432 0.105 0.847
C3 -1.152 -0.815 1.072
C4 -2.190 -2.458 2.514
C5 -4.520 -0.949 -2.540
C6 -3.599 1.867 -0.655
C7 3.063 -1.085 -1.818
C8 3.575 0.168 1.647
C9 4.750 0.225 3.883
C10 0.056 2.870 -1.791
C11 3.387 2.943 -0.280
C12 -3.037 -0.606 -2.409
C13 3.510 0.191 3.031
C14 -2.190 -1.881 -2.391
C15 1.093 0.128 2.837
C16 -4.670 -2.965 2.452
C17 -3.518 -1.315 0.928
C18 2.240 0.203 3.606
C19 -5.066 1.565 -0.354
C20 4.168 -1.833 -1.074
C21 1.168 0.028 1.450
C22 -2.997 2.650 0.519
C23 5.067 1.471 -1.451
C24 1.878 -2.011 -2.102
C25 -1.066 -1.773 2.078
C26 3.585 1.814 -1.293
C27 -3.446 -2.233 1.968
H1 -5.128 -0.082 -2.789
H2 -2.543 -2.571 -1.623
H3 0.937 3.509 -1.810
H4 4.883 -0.715 4.421
H5 4.697 1.020 4.628
H6 3.451 -0.711 -2.772
H7 -4.439 -3.595 3.309
H8 -4.921 -1.408 -1.636
H9 -4.479 -1.150 0.455
H10 -3.133 2.099 1.451
H11 5.046 -1.216 -0.889
H12 5.247 0.720 -2.219
H13 -5.591 2.510 -0.198
H14 -1.931 2.853 0.403
H15 4.488 -2.695 -1.664
H16 1.401 -2.336 -1.173
H17 -4.645 -1.672 -3.349
H18 3.954 2.747 0.631
H19 -5.083 -3.608 1.672
H20 -3.506 3.610 0.616
H21 0.126 0.147 3.321
H22 5.641 0.388 3.279
H23 -0.108 -2.007 2.520
H24 -5.162 0.991 0.569
H25 -1.129 -1.702 -2.191
H26 -0.830 3.502 -1.844
H27 -5.579 1.032 -1.149
H28 2.143 0.275 4.683
H29 -2.742 -0.021 -3.286
H30 3.744 3.883 -0.704
H31 -5.456 -2.270 2.751
H32 3.219 2.159 -2.267
H33 5.611 2.372 -1.743
H34 -2.255 -2.376 -3.360
H35 5.506 1.121 -0.516
H36 3.806 -2.203 -0.114
H37 2.209 -2.906 -2.631
H38 -2.078 -3.193 3.303
H39 4.550 0.211 1.175
H40 1.126 -1.525 -2.729
H41 2.345 3.080 0.012
H42 -3.531 2.487 -1.557

Löwdin atomic charge list, values in e, 5 entries: I 0.84; Ti 0.48; P 1.02; P 1.02; N -0.13